The following is a quantum chemistry calculation of a cluster of 2 separate species, C19H25N2O4 in total in a non-equilibrium geometry, from the Open Molecules 2025 dataset.

```
50
Properties=species:S:1:pos:R:3
H -0.310 0.225 1.636
C 0.385 0.230 2.516
H 1.386 0.078 2.078
C 0.391 1.536 3.254
C 0.779 2.806 2.574
O 0.808 3.903 3.109
O 1.095 2.580 1.287
C 1.444 3.799 0.580
C 1.762 3.353 -0.826
C 0.152 1.649 4.568
N -0.128 0.557 5.338
C -0.104 -0.695 4.792
C 0.127 -0.886 3.486
C 0.226 -2.311 3.064
O 0.026 -3.273 3.798
O 0.565 -2.404 1.768
C 0.599 -3.775 1.292
C 0.962 -3.673 -0.170
H 0.588 4.494 0.613
H 2.320 4.263 1.065
H 2.013 4.219 -1.439
H 2.628 2.678 -0.833
H 0.911 2.841 -1.295
H 0.146 2.606 5.075
H -0.342 0.672 6.304
H -0.304 -1.516 5.471
H 1.357 -4.337 1.861
H -0.395 -4.231 1.436
H 1.000 -4.671 -0.608
H 0.224 -3.087 -0.734
H 1.951 -3.213 -0.298
C -1.900 2.038 -2.616
N -1.859 0.612 -2.253
C -1.236 -0.332 -3.143
C -1.872 -0.801 -4.301
C -1.204 -1.704 -5.136
C 0.102 -2.099 -4.825
C 0.755 -1.590 -3.700
C 0.074 -0.715 -2.843
C -2.350 0.283 -1.068
H -1.322 2.216 -3.524
H -2.933 2.360 -2.795
H -1.473 2.630 -1.796
H -2.900 -0.493 -4.524
H -1.706 -2.110 -6.019
H 0.629 -2.807 -5.473
H 1.782 -1.865 -3.458
H 0.529 -0.319 -1.934
H -2.458 -0.773 -0.814
H -2.918 1.054 -0.542
```

Calculated values
Multiplicity: 1
E, Eh: -1149.21298
Charge: +1


The following is a quantum chemistry calculation of the molecule C19H25N3O3, from the Open Molecules 2025 dataset.

```
50
Properties=species:S:1:pos:R:3
C 4.259 -4.586 -1.073
C 3.617 -3.221 -1.208
O 3.719 -2.522 -2.192
N 2.924 -2.841 -0.108
C 2.180 -1.591 -0.047
C 2.488 -0.888 1.276
C 2.030 0.561 1.409
O 2.502 1.288 2.260
N 1.104 0.971 0.520
C 0.474 2.264 0.607
C -1.033 2.093 0.861
C -1.740 3.415 0.882
C -1.672 4.512 0.072
C -2.621 5.437 0.573
C -3.198 4.834 1.645
O -2.675 3.612 1.838
N -1.592 1.126 -0.091
C -2.873 0.613 0.351
C -1.669 1.599 -1.459
C 0.715 -1.894 -0.294
C -0.101 -2.435 0.692
C -1.412 -2.777 0.411
C -1.921 -2.597 -0.864
C -1.113 -2.069 -1.856
C 0.194 -1.719 -1.573
H 4.903 -4.616 -0.197
H 4.848 -4.794 -1.961
H 3.489 -5.348 -0.969
H 2.804 -3.488 0.655
H 2.568 -0.992 -0.879
H 2.053 -1.435 2.117
H 3.570 -0.885 1.428
H 0.607 0.301 -0.051
H 0.650 2.823 -0.316
H 0.935 2.806 1.436
H -1.156 1.640 1.851
H -1.026 4.656 -0.770
H -2.838 6.411 0.184
H -3.961 5.154 2.326
H -2.763 0.177 1.343
H -3.189 -0.169 -0.337
H -3.656 1.384 0.389
H -2.397 2.411 -1.594
H -0.693 1.945 -1.787
H -1.964 0.761 -2.089
H 0.281 -2.597 1.689
H -2.035 -3.194 1.188
H -2.941 -2.877 -1.083
H -1.500 -1.937 -2.856
H 0.828 -1.320 -2.351
```

Calculated values
Multiplicity: 1
Energy relative to the best compared isomer or geometry (same formula, charge and spin), eV: 2.630


The following is a quantum chemistry calculation of the molecule C19H25N3O6S2 in a non-equilibrium geometry, from the Open Molecules 2025 dataset.

```
55
Properties=species:S:1:pos:R:3
C 0.083 -3.041 -3.740
O -0.932 -3.142 -2.774
C -2.156 -3.593 -3.303
C -3.177 -3.744 -2.175
N -3.464 -2.496 -1.507
C -4.430 -1.630 -2.147
C -4.343 -0.185 -1.630
O -3.040 0.301 -1.441
C -2.229 0.304 -2.594
S -3.497 -2.522 0.172
O -3.050 -3.815 0.608
O -4.770 -2.057 0.648
C -2.224 -1.349 0.629
C -2.496 -0.344 1.534
C -1.486 0.529 1.892
C -0.206 0.378 1.359
C 0.829 1.352 1.782
O 0.579 2.475 2.173
N 2.126 0.907 1.722
C 3.175 1.702 2.093
N 4.405 1.296 2.058
C 5.257 2.263 2.467
C 6.714 1.985 2.497
C 4.653 3.452 2.827
C 5.317 4.656 3.301
C 4.402 5.809 3.631
O 6.524 4.722 3.421
S 2.919 3.326 2.637
C 0.046 -0.642 0.441
C -0.967 -1.510 0.077
H 0.290 -4.014 -4.201
H -0.186 -2.328 -4.530
H 0.973 -2.689 -3.223
H -2.022 -4.572 -3.788
H -2.516 -2.886 -4.068
H -2.767 -4.408 -1.413
H -4.091 -4.195 -2.584
H -4.232 -1.652 -3.222
H -5.456 -1.986 -1.974
H -4.895 0.460 -2.333
H -4.810 -0.125 -0.646
H -2.755 0.747 -3.448
H -1.362 0.916 -2.349
H -1.895 -0.705 -2.847
H -3.493 -0.254 1.934
H -1.664 1.337 2.586
H 2.351 -0.042 1.459
H 7.100 2.126 3.504
H 7.241 2.690 1.855
H 6.897 0.968 2.164
H 4.988 6.659 3.971
H 3.828 6.089 2.749
H 3.700 5.512 4.407
H 1.018 -0.744 -0.020
H -0.804 -2.294 -0.645
```

Calculated values
Multiplicity: 1
Energy relative to the best compared isomer or geometry (same formula, charge and spin), eV: 1.068


The following is a quantum chemistry calculation of the molecule C19H25N7O3 in a non-equilibrium geometry, from the Open Molecules 2025 dataset.

```
54
Properties=species:S:1:pos:R:3
C -0.112 -2.869 0.588
C -0.578 -4.131 -0.132
O -1.547 -3.906 -1.134
C -2.838 -3.584 -0.652
C -3.850 -3.788 -1.778
C -3.829 -2.642 -2.791
N -2.491 -2.387 -3.270
C -1.816 -1.268 -2.947
O -2.351 -0.299 -2.434
C -0.347 -1.316 -3.341
C 0.404 -0.014 -3.049
C 0.756 0.118 -1.577
O 1.855 -0.111 -1.119
N -0.294 0.485 -0.804
N -0.131 0.733 0.550
C 0.662 1.784 0.916
N 0.865 2.802 0.153
C 1.623 3.844 0.607
C 1.842 4.935 -0.243
C 2.600 6.000 0.180
C 3.164 6.015 1.458
C 2.966 4.959 2.315
C 2.197 3.868 1.901
C 1.943 2.731 2.716
N 2.302 2.394 3.938
C 1.743 1.178 4.123
C 1.893 0.410 5.379
N 1.053 0.736 3.088
N 1.175 1.723 2.185
H -0.943 -2.388 1.100
H 0.643 -3.132 1.324
H 0.325 -2.173 -0.123
H -0.970 -4.853 0.601
H 0.264 -4.590 -0.656
H -2.875 -2.544 -0.300
H -3.086 -4.245 0.193
H -3.613 -4.728 -2.280
H -4.851 -3.865 -1.353
H -4.482 -2.882 -3.637
H -4.176 -1.714 -2.329
H -1.964 -3.197 -3.558
H 0.120 -2.150 -2.812
H -0.296 -1.531 -4.412
H 1.340 -0.004 -3.607
H -0.208 0.836 -3.351
H -1.216 0.620 -1.214
H 0.006 -0.087 1.141
H 1.402 4.909 -1.228
H 2.766 6.837 -0.482
H 3.757 6.862 1.770
H 3.390 4.943 3.307
H 2.946 0.198 5.554
H 1.336 -0.519 5.308
H 1.526 1.001 6.216
```

Calculated values
Multiplicity: 1
Energy relative to the best compared isomer or geometry (same formula, charge and spin), eV: 0.559


The following is a quantum chemistry calculation of the molecule C19H25O5P in a non-equilibrium geometry, from the Open Molecules 2025 dataset.

```
50
Properties=species:S:1:pos:R:3
C -4.867 1.982 -2.416
C -4.412 3.161 -1.542
C -3.437 2.661 -0.488
C -4.064 1.714 0.525
C -3.020 1.285 1.544
C -1.962 0.340 0.921
C -1.151 -0.359 2.051
C -0.160 -1.366 1.479
O 0.486 -2.111 2.505
P 1.802 -2.946 1.989
O 1.410 -3.908 0.963
O 2.278 -3.922 3.161
C 3.135 -1.810 1.445
C 4.126 -1.485 2.429
C 5.143 -0.596 2.075
C 5.214 -0.031 0.778
C 4.242 -0.352 -0.156
C 4.293 0.302 -1.383
C 3.286 0.137 -2.339
C 2.219 -0.753 -2.099
C 1.260 -1.014 -3.220
O 0.355 -1.812 -3.057
O 1.503 -0.426 -4.418
C 2.194 -1.443 -0.897
C 3.135 -1.203 0.143
H -5.401 2.358 -3.282
H -3.994 1.401 -2.794
H -5.511 1.327 -1.855
H -5.310 3.669 -1.139
H -3.911 3.901 -2.180
H -2.980 3.492 0.084
H -2.634 2.184 -1.015
H -4.460 0.831 0.054
H -4.891 2.263 1.013
H -2.550 2.156 1.985
H -3.574 0.748 2.364
H -2.475 -0.424 0.371
H -1.289 0.884 0.275
H -0.593 0.399 2.611
H -1.832 -0.894 2.759
H 0.512 -0.769 0.850
H -0.684 -2.007 0.782
H 1.743 -4.667 2.892
H 4.085 -1.941 3.426
H 5.852 -0.324 2.848
H 6.045 0.666 0.585
H 5.128 0.986 -1.535
H 3.409 0.717 -3.252
H 0.826 -0.793 -5.012
H 1.480 -2.203 -0.828
```

Calculated values
Multiplicity: 1
E, Eh: -1456.65138


The following is a quantum chemistry calculation of a structure of composition C19H26AuFNO2Te, from the Open Molecules 2025 dataset.

```
51
Properties=species:S:1:pos:R:3
Au 0.718 -0.012 0.244
F 3.835 -2.305 4.919
C 3.147 -1.720 3.931
C 2.109 -0.869 4.259
C 1.399 -0.247 3.243
C 1.735 -0.519 1.929
C 2.775 -1.382 1.607
C 3.496 -1.994 2.625
H 1.864 -0.701 5.299
H 0.574 0.408 3.487
H 3.033 -1.595 0.577
H 4.313 -2.670 2.412
C 1.045 1.545 -2.990
N -0.418 1.841 -3.022
C -0.875 2.020 -4.427
C -1.282 0.823 -2.266
C -0.814 -0.593 -2.410
C -1.271 -1.351 -3.486
C -0.867 -2.667 -3.641
C -0.012 -3.224 -2.704
C 0.431 -2.469 -1.625
C 0.053 -1.136 -1.448
H 1.559 2.349 -3.510
H 1.213 0.594 -3.487
H 1.368 1.492 -1.956
H -0.545 2.723 -2.525
H -0.729 1.078 -4.950
H -0.283 2.801 -4.897
H -1.927 2.293 -4.430
H -2.294 0.971 -2.642
H -1.250 1.143 -1.228
H -1.978 -0.923 -4.191
H -1.233 -3.256 -4.471
H 0.302 -4.255 -2.805
H 1.089 -2.946 -0.907
C 1.186 3.765 2.276
O 1.197 2.327 2.072
C 0.922 1.909 0.874
O 0.666 2.608 -0.083
H 1.685 3.919 3.226
H 0.155 4.107 2.321
H 1.717 4.259 1.467
C -4.303 0.087 2.669
Te -2.297 0.105 1.952
C -1.885 -1.906 2.518
H -4.301 -0.115 3.736
H -4.875 -0.666 2.136
H -4.732 1.069 2.486
H -2.522 -2.584 1.956
H -2.053 -2.017 3.585
H -0.841 -2.114 2.294
```

Calculated values
Multiplicity: 1
Charge: +1
Energy relative to the best compared isomer or geometry (same formula, charge and spin), eV: 1.419